#a
A single C5H7NS molecule, computed with ωB97M-V with the def2-TZVPD basis set.

Cartesian coordinates (Å):
C 2.231 -0.357 0.184
C 0.739 -0.719 -0.009
N 0.214 -1.892 -0.368
S -1.527 -1.827 -0.011
C -1.537 -0.254 0.416
C -1.493 1.277 -0.102
C -0.281 0.477 -0.450
H 2.443 -0.134 -0.946
H 2.210 0.657 0.905
H 2.741 -1.237 0.629
H -1.354 -0.030 1.572
H -1.762 2.063 0.590
H -2.147 1.727 -0.887
H -0.477 0.250 -1.522

The orbital gap is 0.3256 hartree. Its SMILES is CC1=NS[C@@H]2C[C@@H]12. The calculation puts the highest occupied orbital energy at -0.3090 Ha. As for the total charge: 0.


#b
A single C5H7NS molecule, computed with ωB97M-V with the def2-TZVPD basis set.

Cartesian coordinates (Å):
S -0.195 1.609 1.446
C -0.092 0.396 0.452
C 0.158 -1.033 0.850
C -0.398 -1.788 -0.283
N -0.250 -0.888 -1.509
C 0.960 -0.225 -1.673
C -0.134 0.466 -0.939
H -0.222 -1.257 1.873
H 1.236 -1.290 0.905
H -1.494 -2.021 -0.143
H 0.016 -2.820 -0.402
H 1.834 -0.603 -1.149
H 1.142 0.163 -2.734
H -0.608 1.398 -1.352

The orbital gap is 0.3147 hartree. Its SMILES is S=C1CCN2C[C@H]12. The calculation puts the highest occupied orbital energy at -0.3147 Ha. As for the total charge: 0.


#c
A single C5H7NS molecule, computed with ωB97M-V with the def2-TZVPD basis set.

Cartesian coordinates (Å):
C 0.441 2.494 0.500
C 0.057 1.101 0.187
N -1.017 0.771 -0.516
S -1.210 -0.976 -0.695
C 0.522 -1.105 -0.347
C 1.626 -1.322 0.684
C 0.639 -0.158 0.772
H 0.338 2.674 1.556
H 1.510 2.651 0.279
H -0.123 3.228 -0.081
H 0.993 -0.708 -1.209
H 2.549 -1.245 0.243
H 1.567 -2.028 1.593
H -0.081 -0.405 1.574

The orbital gap is 0.3476 hartree. Its SMILES is CC1=NS[C@@H]2C[C@@H]12. The calculation puts the highest occupied orbital energy at -0.3132 Ha. As for the total charge: 0.


It comes down to #b, which is 0.0580 hartree more stable than the next structure.